Computed, not measured: a 8-piece molecular cluster, C48H120O32P8 overall in a non-equilibrium geometry, with the ωB97M-V functional and the def2-TZVPD basis.

Computed properties:
HOMO energy = -10.21 eV
frontier orbital gap = 10.431 eV
SMILES string = CCOP(=O)(OCC)OCC.CCOP(=O)(OCC)OCC.CCOP(=O)(OCC)OCC.CCOP(=O)(OCC)OCC.CCOP(=O)(OCC)OCC.CCOP(=O)(OCC)OCC.CCOP(=O)(OCC)OCC.CCOP(=O)(OCC)OCC
spin multiplicity = 1

Geometry (Å):
C 10.22 -0.54 -3.38
C 11.42 -0.50 -2.48
O 11.59 -1.57 -1.56
P 11.74 -1.32 0.00
O 12.90 -0.44 0.34
O 11.85 -2.87 0.59
C 12.65 -3.92 0.07
C 14.16 -3.59 0.37
O 10.23 -0.78 0.40
C 10.12 -0.33 1.75
C 9.57 1.09 1.76
H 10.22 -1.31 -4.15
H 9.29 -0.42 -2.83
H 10.27 0.36 -3.99
H 12.36 -0.43 -3.03
H 11.35 0.37 -1.83
H 12.43 -4.88 0.52
H 12.49 -4.07 -1.00
H 14.40 -3.88 1.39
H 14.84 -4.17 -0.27
H 14.55 -2.62 0.06
H 9.41 -1.01 2.22
H 11.01 -0.31 2.39
H 10.22 1.58 1.04
H 8.53 1.12 1.43
H 9.59 1.38 2.81
C -3.19 -11.96 -0.35
C -2.07 -12.27 -1.23
O -1.91 -11.13 -1.94
P -0.71 -10.07 -1.64
O 0.52 -10.70 -1.14
O -0.63 -9.19 -3.11
C 0.67 -8.71 -3.49
C 1.00 -7.45 -2.71
O -1.29 -8.90 -0.67
C -2.39 -8.11 -0.99
C -2.96 -7.69 0.37
H -4.17 -12.03 -0.83
H -3.07 -12.66 0.47
H -3.07 -10.96 0.07
H -1.24 -12.36 -0.52
H -2.08 -13.08 -1.97
H 1.29 -9.58 -3.30
H 0.72 -8.59 -4.58
H 0.25 -6.71 -3.01
H 1.01 -7.51 -1.62
H 1.95 -7.12 -3.11
H -2.02 -7.20 -1.46
H -3.13 -8.46 -1.70
H -3.95 -7.26 0.21
H -3.29 -8.54 0.97
H -2.26 -7.15 1.00
C -0.34 -1.05 1.58
C -0.58 0.23 0.80
O -0.60 0.08 -0.61
P 0.19 1.06 -1.58
O 0.14 2.45 -1.15
O 1.62 0.28 -1.86
C 2.66 0.51 -1.02
C 3.19 -0.82 -0.72
O -0.65 0.73 -2.97
C -2.04 0.88 -2.95
C -2.65 2.37 -2.95
H -1.23 -1.67 1.44
H 0.46 -1.69 1.21
H -0.25 -0.80 2.64
H -1.54 0.65 1.12
H 0.13 1.02 1.06
H 3.49 1.05 -1.46
H 2.28 0.97 -0.10
H 3.90 -0.65 0.09
H 2.39 -1.52 -0.46
H 3.84 -1.18 -1.51
H -2.56 0.34 -3.74
H -2.60 0.33 -2.19
H -3.56 2.37 -2.35
H -1.98 3.12 -2.53
H -2.87 2.84 -3.91
C -2.18 -2.26 -15.31
C -3.42 -1.48 -14.83
O -3.08 -0.75 -13.70
P -3.88 0.51 -13.07
O -3.96 1.69 -13.94
O -5.36 -0.06 -12.57
C -6.31 0.83 -12.13
C -6.27 0.88 -10.57
O -3.21 0.76 -11.64
C -2.70 2.08 -11.32
C -2.24 2.11 -9.94
H -2.45 -2.84 -16.20
H -1.41 -1.52 -15.53
H -1.89 -3.03 -14.59
H -3.95 -0.87 -15.56
H -4.14 -2.21 -14.48
H -6.28 1.80 -12.64
H -7.34 0.53 -12.30
H -6.07 -0.13 -10.21
H -5.37 1.43 -10.31
H -7.14 1.35 -10.10
H -2.01 2.36 -12.12
H -3.47 2.84 -11.44
H -1.77 1.15 -9.75
H -1.54 2.94 -9.81
H -3.13 2.12 -9.31
C -7.37 6.90 10.67
C -7.40 5.55 11.45
O -6.61 4.57 10.71
P -7.28 3.63 9.55
O -8.01 2.40 10.07
O -6.02 3.14 8.62
C -4.98 2.49 9.32
C -3.77 2.17 8.39
O -8.11 4.71 8.63
C -9.04 4.33 7.58
C -10.47 4.84 8.07
H -7.86 7.68 11.26
H -6.39 7.30 10.41
H -8.08 6.72 9.86
H -6.92 5.69 12.42
H -8.40 5.16 11.66
H -4.76 3.11 10.18
H -5.48 1.57 9.62
H -3.51 3.11 7.92
H -3.02 1.64 8.98
H -4.21 1.55 7.61
H -8.64 4.86 6.72
H -8.81 3.30 7.29
H -10.46 5.69 8.75
H -11.20 5.02 7.28
H -10.91 4.03 8.65
C 3.57 -2.31 8.70
C 4.34 -1.08 9.13
O 5.44 -1.28 9.98
P 6.94 -1.46 9.48
O 7.54 -0.06 9.16
O 7.55 -2.28 10.80
C 8.37 -1.60 11.70
C 9.07 -2.68 12.48
O 6.93 -2.55 8.24
C 8.05 -3.30 7.84
C 8.38 -4.54 8.72
H 4.35 -2.99 8.38
H 3.02 -2.65 9.58
H 2.82 -2.16 7.92
H 4.64 -0.53 8.23
H 3.75 -0.33 9.66
H 9.01 -0.81 11.31
H 7.64 -1.11 12.34
H 9.73 -3.33 11.90
H 9.57 -2.19 13.32
H 8.39 -3.32 13.04
H 8.05 -3.55 6.78
H 9.02 -2.81 7.94
H 7.96 -5.51 8.48
H 9.41 -4.88 8.62
H 8.11 -4.43 9.77
C -15.47 0.57 -1.01
C -14.22 0.00 -1.71
O -13.27 -0.64 -0.86
P -12.56 0.16 0.31
O -11.76 -0.80 1.21
O -11.66 1.31 -0.42
C -10.26 1.26 -0.50
C -9.59 2.08 0.63
O -13.69 0.96 1.17
C -13.20 2.13 1.91
C -13.99 3.43 1.79
H -16.37 0.13 -1.45
H -15.58 0.23 0.02
H -15.45 1.64 -1.22
H -14.57 -0.67 -2.50
H -13.66 0.71 -2.33
H -9.87 0.25 -0.39
H -9.89 1.58 -1.47
H -9.57 3.10 0.25
H -10.03 2.00 1.62
H -8.53 1.85 0.77
H -13.18 1.90 2.98
H -12.17 2.37 1.64
H -14.09 3.83 0.78
H -14.97 3.37 2.25
H -13.36 4.19 2.24
C 8.86 6.22 -6.51
C 8.86 6.89 -5.19
O 7.71 6.65 -4.35
P 6.43 7.66 -4.31
O 6.47 8.76 -5.32
O 5.15 6.67 -4.35
C 4.48 6.17 -5.51
C 3.58 5.07 -5.07
O 6.71 8.18 -2.79
C 6.70 7.17 -1.78
C 8.10 7.18 -1.11
H 9.83 6.40 -6.97
H 8.98 5.16 -6.27
H 8.02 6.28 -7.21
H 9.72 6.60 -4.59
H 8.82 7.93 -5.51
H 3.90 6.96 -5.98
H 5.22 5.96 -6.29
H 2.78 5.59 -4.53
H 3.03 4.58 -5.87
H 4.23 4.42 -4.49
H 6.05 7.56 -0.99
H 6.28 6.18 -1.94
H 8.44 8.19 -0.86
H 8.14 6.69 -0.14
H 8.87 6.91 -1.83